{"formula": "C82H176F16O2", "method": "ωB97M-V/def2-TZVPD", "elements": ["C", "C", "C", "F", "F", "F", "F", "O", "C", "C", "F", "F", "F", "F", "H", "H", "H", "H", "C", "C", "C", "F", "F", "F", "F", "O", "C", "C", "F", "F", "F", "F", "H", "H", "H", "H", "C", "C", "C", "C", "C", "C", "H", "H", "H", "H", "H", "H", "H", "H", "H", "H", "H", "H", "H", "H", "C", "C", "C", "C", "C", "C", "H", "H", "H", "H", "H", "H", "H", "H", "H", "H", "H", "H", "H", "H", "C", "C", "C", "C", "C", "C", "H", "H", "H", "H", "H", "H", "H", "H", "H", "H", "H", "H", "H", "H", "C", "C", "C", "C", "C", "C", "H", "H", "H", "H", "H", "H", "H", "H", "H", "H", "H", "H", "H", "H", "C", "C", "C", "C", "C", "C", "H", "H", "H", "H", "H", "H", "H", "H", "H", "H", "H", "H", "H", "H", "C", "C", "C", "C", "C", "C", "H", "H", "H", "H", "H", "H", "H", "H", "H", "H", "H", "H", "H", "H", "C", "C", "C", "C", "C", "C", "H", "H", "H", "H", "H", "H", "H", "H", "H", "H", "H", "H", "H", "H", "C", "C", "C", "C", "C", "C", "H", "H", "H", "H", "H", "H", "H", "H", "H", "H", "H", "H", "H", "H", "C", "C", "C", "C", "C", "C", "H", "H", "H", "H", "H", "H", "H", "H", "H", "H", "H", "H", "H", "H", "C", "C", "C", "C", "C", "C", "H", "H", "H", "H", "H", "H", "H", "H", "H", "H", "H", "H", "H", "H", "C", "C", "C", "C", "C", "C", "H", "H", "H", "H", "H", "H", "H", "H", "H", "H", "H", "H", "H", "H", "C", "C", "C", "C", "C", "C", "H", "H", "H", "H", "H", "H", "H", "H", "H", "H", "H", "H", "H", "H"], "coordinates": [[-2.54933, -6.03299, 5.16658], [-1.30060, -5.22681, 4.87824], [-1.64597, -3.77426, 4.78047], [-2.47827, -3.36430, 3.73617], [-2.17017, -3.32931, 5.94139], [-0.35775, -5.39329, 5.86341], [-0.59074, -5.64197, 3.72506], [-2.11053, -7.38586, 5.34081], [-3.09252, -8.37131, 5.22758], [-2.37889, -9.70723, 5.55113], [-2.01550, -9.65085, 6.89238], [-3.15768, -10.82746, 5.41129], [-4.08152, -8.16747, 6.09932], [-3.52610, -8.44423, 3.96776], [-3.15191, -6.12844, 4.23882], [-3.16163, -5.68469, 5.96959], [-0.67873, -3.22444, 4.58586], [-1.46878, -9.86232, 4.95179], [-4.09625, 3.32408, 3.86655], [-5.12395, 3.87290, 4.74386], [-4.70814, 3.82068, 6.27664], [-3.59895, 4.57532, 6.43056], [-5.71705, 4.35659, 6.96960], [-5.39561, 5.12484, 4.33918], [-6.23712, 3.11811, 4.63640], [-3.91004, 1.91143, 4.24148], [-2.69013, 1.44781, 4.39523], [-2.72121, 0.00255, 4.87492], [-1.41544, -0.49000, 4.96825], [-3.16839, 0.00256, 6.14978], [-1.92213, 1.55011, 3.26219], [-2.04463, 2.27830, 5.36721], [-3.14779, 3.82959, 4.03892], [-4.31305, 3.29715, 2.80595], [-4.53053, 2.81389, 6.65176], [-3.28096, -0.65287, 4.21556], [7.49639, 4.46134, -6.99002], [6.48122, 4.37928, -5.84566], [6.92413, 5.03764, -4.48461], [5.84750, 5.28036, -3.45412], [6.29874, 5.73998, -2.05487], [4.98897, 5.88935, -1.25612], [8.45045, 3.92828, -6.78260], [7.77058, 5.47769, -7.22287], [7.18786, 4.01266, -7.92749], [5.57679, 4.93482, -6.10250], [6.15245, 3.32128, -5.69693], [7.31859, 6.07889, -4.78468], [7.79840, 4.49599, -4.04932], [5.11458, 6.04187, -3.82548], [5.22419, 4.33350, -3.43385], [7.00146, 5.01332, -1.62082], [6.79889, 6.67362, -2.12397], [4.68354, 4.89187, -1.19753], [5.20434, 6.37262, -0.25693], [4.27251, 6.49959, -1.75664], [-7.08332, 8.19691, 2.45144], [-6.11628, 7.20570, 1.75460], [-4.63517, 7.37621, 2.18647], [-3.80882, 6.21076, 1.72164], [-2.46602, 6.04990, 2.38923], [-1.63703, 4.84826, 1.75160], [-8.17345, 7.93276, 2.27636], [-6.94689, 9.20945, 2.13761], [-6.91122, 8.17237, 3.59254], [-6.50595, 6.19763, 1.90671], [-6.20341, 7.39767, 0.68785], [-4.62428, 7.46838, 3.27570], [-4.31786, 8.32688, 1.72289], [-4.39809, 5.29189, 1.74964], [-3.47866, 6.35561, 0.61297], [-1.87533, 7.00046, 2.15991], [-2.56118, 5.92679, 3.46318], [-1.37306, 5.04322, 0.72136], [-0.71047, 4.73428, 2.29667], [-2.21131, 3.91232, 1.73435], [0.85510, 2.23948, 0.43996], [1.54678, 1.39507, 1.52272], [1.21441, -0.04599, 1.39468], [1.90505, -0.94139, 2.44486], [1.46096, -2.41526, 2.47999], [2.14888, -3.34749, 3.44251], [-0.19492, 2.29056, 0.63918], [0.93672, 1.73549, -0.53678], [1.14626, 3.26507, 0.14839], [2.63621, 1.58661, 1.32161], [1.22755, 1.74640, 2.51693], [1.50848, -0.34775, 0.32921], [0.13820, -0.09717, 1.33082], [3.00543, -0.94454, 2.27426], [1.80416, -0.51666, 3.47256], [0.34613, -2.36108, 2.64876], [1.57776, -2.85553, 1.47409], [2.07989, -3.15096, 4.49609], [1.79326, -4.33043, 3.23824], [3.19464, -3.40526, 3.22538], [-0.88968, -5.14739, 0.61793], [-2.27373, -5.57817, 0.04690], [-3.43850, -5.39718, 1.04075], [-4.76713, -5.67800, 0.38216], [-5.85068, -5.79976, 1.46683], [-7.14806, -6.41088, 0.86657], [0.06945, -5.39856, 0.06041], [-0.74190, -5.59884, 1.58545], [-0.81791, -4.05688, 0.81109], [-2.46306, -5.13548, -0.95072], [-2.19644, -6.65052, -0.16844], [-3.48815, -4.38345, 1.49999], [-3.27682, -6.13402, 1.82241], [-4.87329, -4.94548, -0.46944], [-4.70383, -6.70338, -0.04232], [-5.44263, -6.52078, 2.16774], [-6.05033, -4.87924, 2.03748], [-7.64544, -5.85513, 0.12194], [-6.82919, -7.32736, 0.32984], [-7.85936, -6.56053, 1.67165], [4.45637, 0.65784, 5.11975], [3.38469, 1.70093, 5.18224], [3.57016, 2.96843, 4.35554], [2.47343, 4.01791, 4.76574], [2.50601, 5.46276, 4.13255], [1.37841, 6.38967, 4.67902], [4.59519, 0.24979, 4.09495], [4.20689, -0.26920, 5.67562], [5.42728, 1.07074, 5.38021], [2.42033, 1.25233, 4.92232], [3.24562, 2.02673, 6.19411], [3.54310, 2.79379, 3.27746], [4.51756, 3.40082, 4.52829], [1.45321, 3.54186, 4.74508], [2.66862, 4.19747, 5.82736], [3.45419, 5.90441, 4.38704], [2.42127, 5.34778, 3.05962], [1.48595, 7.38065, 4.47947], [0.41333, 6.10237, 4.28877], [1.34154, 6.31115, 5.79326], [-0.14913, -1.20846, -6.53308], [-0.75048, -2.36410, -5.71640], [-2.15386, -2.78643, -6.31407], [-3.27352, -1.85492, -5.90000], [-4.56942, -1.87501, -6.68237], [-5.39422, -0.60457, -6.35347], [0.74046, -0.85880, -6.09408], [-0.88061, -0.36937, -6.61826], [-0.04490, -1.47233, -7.57758], [-0.03499, -3.23488, -5.64576], [-0.93895, -1.98768, -4.68305], [-2.45042, -3.81633, -6.13718], [-2.03217, -2.78643, -7.40486], [-3.38728, -2.05388, -4.86393], [-2.89760, -0.85690, -5.93037], [-4.33323, -1.90038, -7.75853], [-5.18303, -2.76940, -6.51880], [-6.36386, -0.68418, -6.88530], [-5.60832, -0.48113, -5.31614], [-4.88727, 0.27886, -6.78522], [-6.10824, 3.01817, 1.02748], [-4.88775, 2.91245, 0.09321], [-5.01276, 2.09092, -1.20908], [-3.62660, 2.24397, -1.90325], [-3.65157, 1.48374, -3.24878], [-2.52812, 1.87299, -4.19233], [-5.92141, 3.89721, 1.66935], [-6.30300, 2.11618, 1.59349], [-6.93072, 3.30442, 0.36662], [-4.58098, 3.90587, -0.14010], [-4.02270, 2.53607, 0.68609], [-5.73654, 2.49855, -1.94068], [-5.27385, 0.99075, -1.05612], [-3.57803, 3.26634, -2.30702], [-2.82569, 1.92807, -1.25876], [-3.50756, 0.45767, -2.98973], [-4.62032, 1.54880, -3.70844], [-1.52556, 1.64515, -3.80210], [-2.61217, 1.27737, -5.12938], [-2.52395, 2.97179, -4.50813], [-6.38440, -1.67606, 3.18187], [-5.17699, -1.25667, 2.33709], [-5.04069, -1.88031, 0.98511], [-3.60546, -1.54002, 0.43350], [-3.43837, -1.68394, -1.04395], [-2.07992, -1.06694, -1.51604], [-6.26362, -1.35496, 4.22853], [-6.54639, -2.74498, 3.16226], [-7.29981, -1.08015, 2.87964], [-5.03110, -0.14403, 2.30640], [-4.32672, -1.54013, 2.93143], [-5.79134, -1.42024, 0.34769], [-5.29367, -3.01824, 0.97296], [-3.35256, -0.54564, 0.83573], [-2.84988, -2.20003, 0.88106], [-3.45247, -2.77033, -1.16638], [-4.30037, -1.26229, -1.56078], [-1.93415, -1.13576, -2.58869], [-2.06612, -0.05025, -1.26355], [-1.22428, -1.55938, -0.99784], [7.19005, -10.70316, -0.90946], [6.05748, -9.87840, -0.31062], [5.33931, -9.03658, -1.38063], [4.37917, -7.91801, -0.76774], [3.57341, -7.13234, -1.81603], [4.29610, -5.81003, -2.29256], [7.87415, -10.05667, -1.47272], [6.78973, -11.56752, -1.45276], [7.77219, -11.17935, -0.08339], [5.48549, -10.46070, 0.34704], [6.56101, -9.18567, 0.38684], [4.64433, -9.67936, -1.93323], [6.06526, -8.66689, -2.16772], [3.57889, -8.44722, -0.27363], [4.79481, -7.26366, -0.01738], [3.39600, -7.69679, -2.74512], [2.59255, -6.84342, -1.39123], [5.36641, -6.01718, -2.61411], [3.71725, -5.49494, -3.16480], [4.22613, -5.00545, -1.59104], [-1.14261, 6.92974, -1.39642], [-0.32950, 5.73404, -1.73860], [-0.48359, 5.09333, -3.14763], [0.34139, 3.87553, -3.36688], [0.46832, 3.51675, -4.78317], [1.69292, 4.22103, -5.36811], [-2.22041, 6.68949, -1.27070], [-1.01922, 7.59067, -2.17977], [-0.87865, 7.37074, -0.42790], [0.74921, 6.01201, -1.62395], [-0.54788, 4.91754, -1.00100], [-0.14955, 5.84694, -3.89043], [-1.56687, 4.94846, -3.37531], [1.31937, 4.13076, -2.92736], [-0.04597, 3.04904, -2.78489], [0.44466, 2.43295, -4.95815], [-0.35466, 3.89345, -5.34041], [1.69495, 4.09965, -6.48430], [1.73796, 5.33822, -5.19741], [2.64574, 3.89213, -4.98903], [5.76931, 2.63342, 0.90008], [6.76565, 1.83065, -0.02718], [6.34919, 0.42655, -0.38600], [6.79456, -0.60334, 0.69396], [6.13602, -1.93928, 0.30759], [6.32543, -3.02665, 1.43007], [5.04162, 3.14342, 0.33764], [6.25279, 3.32764, 1.58430], [5.30436, 1.89818, 1.52910], [6.88314, 2.39367, -0.95738], [7.73498, 1.79712, 0.51570], [6.86234, 0.15676, -1.35251], [5.22140, 0.40768, -0.52795], [7.88113, -0.72319, 0.65799], [6.42514, -0.26505, 1.68271], [5.07931, -1.80740, -0.05008], [6.66677, -2.37786, -0.53156], [6.11326, -4.05975, 1.21156], [7.43803, -2.90658, 1.62553], [5.80210, -2.77556, 2.33692], [3.73548, 0.83373, -4.98017], [3.28273, 1.12564, -3.51151], [3.26868, -0.02590, -2.56993], [2.41728, -1.22328, -3.07861], [2.12217, -2.43709, -2.21566], [0.90924, -3.21678, -2.72260], [3.00392, 0.25944, -5.62898], [4.69760, 0.19213, -4.91801], [3.90766, 1.78576, -5.43299], [3.77568, 1.99152, -3.12746], [2.24274, 1.47411, -3.56705], [2.80782, 0.30356, -1.64387], [4.31388, -0.40536, -2.40307], [1.49477, -0.68978, -3.40352], [2.85600, -1.60605, -4.04225], [2.99761, -3.07310, -2.18774], [2.00925, -2.07194, -1.20305], [1.14085, -3.67964, -3.70908], [0.67690, -3.94555, -2.01546], [0.04336, -2.54431, -2.76522]], "forces_ev_per_a": [[0.15, -2.23, -2.38], [0.71, -1.62, -0.41], [2.14, 3.29, -1.24], [0.35, -1.26, 1.10], [-0.30, -0.39, -0.17], [-0.97, 0.52, -0.25], [-1.71, 0.67, 1.41], [-0.52, -0.95, 0.68], [2.35, -0.12, 0.71], [0.74, -0.82, 1.40], [-0.30, -0.02, -1.22], [0.07, 1.21, -0.12], [-0.64, 0.20, -0.42], [-0.94, 0.24, -0.39], [0.13, 1.09, 0.34], [-0.02, 0.44, 0.70], [-0.88, -0.45, 0.33], [-0.35, 0.30, 0.13], [2.52, -1.75, -0.67], [-0.26, -0.55, 1.60], [-0.30, 0.20, -1.35], [0.06, 0.13, 0.12], [-0.34, 0.41, 0.45], [-0.14, 0.33, 0.25], [-0.66, 0.02, -0.01], [-1.46, 0.20, -0.38], [1.75, 1.80, 0.75], [1.88, -0.43, 1.10], [-1.09, 0.57, -0.56], [-0.54, -0.12, -0.38], [-0.38, -0.09, 0.56], [-0.23, -1.36, -1.17], [-0.08, 0.21, -0.10], [-0.39, 0.39, 0.08], [0.11, -0.09, -0.25], [-0.21, 0.01, 0.11], [0.90, -0.58, 0.42], [-0.37, -0.19, 0.95], [1.73, 1.26, -1.47], [-1.16, -0.74, -0.57], [-1.19, -0.78, -0.83], [2.52, 1.23, 1.42], [-0.52, 0.32, 0.31], [0.03, 0.51, 0.05], [-0.61, -0.10, -0.05], [-0.11, -0.09, -0.36], [0.30, 0.68, 0.05], [-0.21, -1.40, 0.43], [-0.61, 0.25, -0.23], [0.61, -0.45, 0.06], [0.54, 0.76, 0.55], [-0.34, 0.15, 0.10], [0.64, 0.92, -0.20], [-1.25, -1.36, 0.74], [-0.46, -0.85, -0.83], [-0.51, 0.37, -0.53], [-0.60, -1.33, 1.71], [-0.51, 0.86, 0.27], [-1.52, 0.30, -0.43], [1.22, 0.16, -2.32], [1.59, -0.07, -1.27], [-1.04, 0.97, 0.74], [1.30, 0.23, 0.15], [0.22, 0.69, -0.28], [-0.33, 0.02, -1.64], [0.30, -0.12, 0.20], [0.13, -0.14, -0.31], [0.22, 0.06, 0.00], [0.27, -0.30, 0.47], [0.09, -0.02, 0.10], [-1.11, -0.26, 1.47], [-0.63, -1.10, 0.68], [0.12, 0.07, 0.28], [-0.08, 0.29, -0.19], [0.24, -0.33, 0.20], [0.17, 0.12, 0.27], [-0.24, -0.26, -1.16], [1.24, 2.17, -0.59], [0.84, -1.17, -1.63], [0.67, -0.21, 0.47], [-1.57, 1.00, -0.64], [0.15, 0.18, -0.35], [-0.92, 0.06, 0.14], [0.00, -0.24, 0.19], [0.46, -0.29, 1.02], [-0.63, -0.39, 0.88], [0.51, 0.11, -0.17], [-0.08, 0.02, 1.32], [-0.66, -0.53, 0.59], [-0.48, 0.24, -0.12], [-0.19, -0.11, -0.64], [0.83, -0.41, -0.04], [-0.07, 0.24, 0.18], [-0.39, 0.37, 0.52], [-0.45, -0.94, 0.16], [0.90, 0.17, -0.21], [0.64, 0.61, -0.34], [1.12, -0.01, -0.19], [0.73, 0.66, -0.60], [0.23, -0.30, -0.04], [-0.86, 0.23, -1.37], [1.42, -0.68, 0.89], [-1.50, 0.07, 0.07], [-0.10, -0.25, 0.28], [-0.26, -0.39, -0.22], [-0.05, 0.20, 0.56], [-0.13, 0.00, 0.04], [0.37, -0.55, -0.22], [0.03, 0.02, 0.43], [-0.57, -0.67, 0.92], [-0.03, 0.59, -0.22], [-0.06, -0.15, 0.31], [0.12, -0.10, -0.33], [-0.34, 1.25, -0.83], [-0.53, 0.06, 0.69], [-0.18, -0.59, -0.04], [0.43, -1.22, -1.16], [-0.85, 0.16, -0.47], [-1.74, 0.52, -0.46], [0.01, 0.17, 0.39], [-1.00, -1.07, 0.56], [0.23, -3.42, 1.42], [-0.17, 0.48, 0.21], [0.26, 0.77, 0.23], [0.13, -0.17, 0.42], [-0.02, -0.01, -0.13], [0.05, 0.13, 0.84], [-0.17, -0.27, -0.04], [1.30, 0.54, 0.41], [0.80, 0.52, -0.33], [-0.20, -0.09, 0.19], [0.55, 0.15, -0.13], [0.10, 0.26, -0.40], [0.70, 2.87, -0.87], [-0.39, -0.29, -0.04], [-0.06, -0.08, -0.73], [-2.28, -0.12, -0.39], [-0.87, -0.39, 0.17], [1.09, -0.08, -0.92], [0.58, -0.48, -0.41], [-0.30, 0.30, 0.00], [-0.26, -0.53, -2.17], [1.25, 0.53, 0.32], [0.49, -0.36, 0.52], [0.60, -0.39, -0.21], [-0.82, 0.91, -0.14], [0.28, -0.42, -0.54], [0.22, -0.25, 0.57], [-0.04, 0.25, -0.08], [-0.74, -0.10, 1.25], [0.33, 0.97, -0.16], [-0.07, 0.19, 0.23], [0.22, 0.04, 0.25], [0.35, 0.17, 0.33], [0.09, 0.11, 0.83], [-0.17, -0.26, 0.51], [0.61, 1.02, -1.14], [-0.23, -1.36, 0.89], [1.00, -0.23, 0.22], [-2.20, -0.10, -2.15], [1.24, -0.06, 1.01], [0.17, 0.68, -1.37], [-0.42, -0.59, 0.10], [-0.21, -0.08, 0.11], [-0.39, -0.27, 0.42], [0.14, 0.90, -0.56], [-0.33, -0.16, -0.38], [-0.02, -0.07, 0.69], [0.35, 1.32, 0.06], [0.51, 0.26, 1.13], [0.53, 0.25, 0.13], [-0.08, -1.02, -0.15], [-0.48, 0.31, -0.31], [-0.33, 0.09, 0.18], [0.05, 0.43, 0.44], [-0.15, -1.35, 0.55], [-0.95, 2.03, -0.07], [0.04, 0.39, 1.44], [0.53, -1.06, -0.88], [-0.70, -0.20, 1.35], [0.89, 0.00, -0.32], [-0.49, -2.07, 0.38], [0.23, -0.27, -0.21], [-0.21, -0.18, -0.13], [0.71, -1.11, -0.01], [-0.60, -0.72, -0.27], [0.73, -0.55, 0.16], [-0.11, 0.02, -0.43], [0.65, 1.90, 0.17], [-0.08, 0.05, -0.44], [-0.22, -0.01, 0.31], [0.02, 0.01, -0.71], [0.09, 0.10, -0.26], [0.03, -0.19, -0.21], [0.11, 1.56, 0.44], [-0.57, 0.24, -0.35], [0.18, -0.89, 1.10], [2.10, 2.00, -0.73], [-0.89, 0.68, 0.31], [-0.41, -1.28, -1.43], [1.07, 1.62, -0.30], [-0.05, -1.70, -1.01], [-0.23, -0.46, -0.18], [0.25, 0.41, -0.51], [-0.22, 0.45, -0.52], [-1.48, -0.92, 0.45], [-0.19, 0.13, -0.20], [0.15, -0.07, -0.09], [-0.64, -0.07, 1.11], [0.05, -0.66, 0.68], [0.60, 0.25, 0.05], [-0.03, -0.23, 0.54], [0.39, -0.18, -0.27], [-1.27, 0.36, 0.49], [0.35, 0.27, -0.17], [0.28, 0.33, 0.70], [-1.54, -1.05, 1.55], [1.23, -2.09, 0.39], [-1.24, 2.21, 0.11], [0.20, -0.06, 2.08], [1.25, -0.03, -1.19], [0.06, 0.89, -1.73], [0.46, 0.06, -0.43], [-0.02, 1.99, -1.41], [0.33, 0.04, -0.31], [-0.63, -0.39, 0.01], [0.46, 0.53, -0.51], [-0.18, -0.13, 0.23], [0.60, -0.18, 0.19], [0.04, -0.43, -0.15], [-0.17, -0.27, 0.37], [0.47, 0.19, 0.00], [-1.08, 0.28, -0.43], [0.22, 0.08, 0.87], [-0.58, -1.07, 0.00], [0.32, -0.58, 0.25], [1.66, -1.54, -0.02], [0.17, 1.56, 0.79], [-0.11, -0.37, -0.03], [-1.73, -0.03, -1.15], [-0.46, -1.38, 0.65], [1.62, 1.73, -0.35], [-1.04, 0.61, -0.70], [0.23, 0.15, -0.23], [-0.62, -0.32, 0.46], [0.30, 0.15, 0.15], [-0.32, 0.06, -0.59], [-0.76, 0.07, 0.75], [1.32, -0.20, 0.07], [-0.10, 0.21, 0.36], [0.45, -0.20, -0.31], [0.77, -0.06, 0.63], [0.10, 0.25, -0.50], [-0.13, -0.25, -0.56], [-1.19, -0.63, 0.22], [-0.22, 0.23, 0.44], [0.62, -1.91, 0.98], [-1.57, -0.13, -1.90], [1.02, -2.24, 0.37], [0.08, 1.03, -2.04], [0.20, 0.83, -0.10], [0.79, 1.33, -0.88], [0.67, 0.65, 1.02], [-1.31, 1.18, -0.40], [0.42, 0.45, -0.63], [0.89, 0.41, 0.37], [-0.13, 0.05, -0.12], [0.29, 0.02, 0.52], [-0.78, 0.46, 0.22], [-0.06, -0.72, 0.21], [-0.27, 0.42, 0.67], [0.28, -0.25, -0.03], [-0.45, -0.13, 0.53], [-0.41, 0.36, 0.66], [-0.47, -1.62, 1.03], [0.21, -0.24, -0.36]], "mulliken_charge": [-0.664, 1.098, 0.422, -0.280, -0.323, -0.356, -0.279, -0.362, 0.876, 0.232, -0.253, -0.269, -0.293, -0.270, -0.107, 0.447, -0.136, 0.248, 0.248, 1.489, 0.040, -0.256, -0.299, -0.222, -0.343, -0.249, 0.151, 1.856, -0.235, -0.296, -0.014, -0.382, 0.596, -1.366, 0.275, -1.157, -1.472, 0.191, -0.741, 0.209, -0.448, -0.956, 0.307, 0.360, 0.399, 0.238, 0.086, 0.228, 0.280, 0.286, -0.353, 0.265, 0.432, -0.067, 0.341, 0.487, -1.385, 0.015, -1.120, 2.114, -1.269, 1.303, 0.342, 0.388, 0.269, -0.016, 0.407, 0.323, 0.493, -1.390, -0.228, 0.639, 0.449, -0.921, 0.156, -0.229, -0.676, 1.013, 1.359, 0.239, 1.187, -1.704, -0.313, -0.247, 0.666, -0.878, 0.322, -1.161, -0.168, -0.104, -0.080, -0.421, -0.259, 0.390, 0.444, 0.374, -0.287, -1.209, 1.084, -1.111, 0.418, -1.523, 0.009, 0.227, -0.050, 0.380, 0.465, -0.561, 0.455, 0.184, 0.661, 0.125, -0.133, 0.373, 0.316, 0.394, -1.158, -0.087, 0.083, -0.745, -0.432, -1.110, -0.025, 0.333, 0.413, -0.177, 0.612, -0.346, 0.721, 0.037, 0.437, 0.411, 0.288, 0.488, 0.023, 0.317, -0.858, 1.096, -1.177, 0.628, -0.657, -1.082, -0.111, 0.199, 0.421, 0.228, -0.848, 0.407, 0.382, 0.083, -0.207, 0.327, 0.341, 0.435, 0.207, 0.272, -0.827, 0.566, -0.879, 0.610, -0.032, -0.834, -0.078, 0.081, 0.430, 0.081, -0.373, 0.610, -0.014, 0.372, -0.359, -0.635, 0.745, -0.381, 0.296, 0.349, -1.576, 2.113, -0.102, 0.805, -0.559, 0.717, 0.388, 0.186, 0.367, -0.203, -1.532, 0.820, -0.695, -0.025, -0.281, -0.172, 0.836, -0.414, -1.021, 0.343, -1.220, -0.491, -0.543, -0.749, -0.333, -0.895, 0.332, 0.294, 0.359, 0.425, 0.299, 0.253, 0.296, 0.306, 0.452, 0.311, 0.158, 0.314, 0.313, 0.127, -1.433, 1.158, -0.779, 0.748, -0.497, -1.440, 0.146, 0.580, 0.342, -0.189, -0.767, 0.325, 0.022, 0.487, -0.413, 0.367, 0.563, 0.413, 0.303, 0.122, -0.497, -0.651, 0.345, -0.613, 0.289, -1.334, 0.051, 0.467, -0.056, 0.229, 0.254, 0.530, -0.577, 0.412, 0.083, -0.237, 0.411, 0.307, 0.339, 0.262, -1.382, 0.224, 1.317, -0.437, 1.321, -0.532, 0.083, 0.322, 0.439, 0.254, -0.588, -1.058, 0.282, -0.196, 0.284, -0.055, -0.699, 0.355, 0.332, -0.422], "largest_force_ha_per_bohr": 0.0800, "energy_ha": -4978.12667, "lumo_ev": 0.548, "homo_ev": -10.67}